Entry 1:
{
  "formula": "H2N2O3S",
  "method": "ωB97M-V with the def2-TZVPD basis set",
  "elements": ["N", "N", "O", "O", "O", "S", "H", "H"],
  "positions_angstrom": [[-2.2101, -0.4319, -1.0754], [0.0949, -0.1896, 0.2510], [-3.2507, -0.9334, -0.7705], [-1.8237, 0.1757, -2.0358], [0.6948, -1.4374, 0.2464], [0.4191, 0.6289, -1.0959], [0.6140, -1.7582, 1.1538], [-0.2530, 1.7226, -0.6918]],
  "forces_ev_per_angstrom": [[0.464, -0.128, 0.568], [-0.791, -0.497, 1.268], [0.112, 0.309, -0.607], [-1.738, -0.554, -0.155], [0.245, 0.294, -0.662], [1.839, 0.540, -0.365], [-0.218, 0.248, -0.035], [0.087, -0.212, -0.012]],
  "gap_ev": [6.50, 9.64],
  "energy_ev": -19983.1764,
  "e_homo_ev": [-7.9, -9.8]
}

---

Entry 2:
{
  "formula": "H2N2O3S2",
  "method": "ωB97M-V with the def2-TZVPD basis set",
  "elements": ["N", "N", "O", "O", "O", "S", "S", "H", "H"],
  "positions_angstrom": [[-0.3825, -2.6259, 4.4223], [-1.0218, -0.2513, 4.3376], [0.6690, -3.2312, 4.4447], [-2.1521, -0.5231, 3.9456], [-0.1633, -1.1907, 4.4910], [-0.9580, -0.5277, 8.1525], [1.5049, 4.9587, -18.4983], [-0.1603, -1.0023, 7.1179], [2.6641, 4.3934, -18.4134]],
  "forces_ev_per_angstrom": [[1.865, -3.358, -0.116], [-5.324, 1.692, -1.314], [-3.727, 3.328, -0.022], [3.054, 0.071, 1.003], [4.101, -1.676, 0.525], [0.596, -0.433, -0.922], [-1.350, 0.664, -0.119], [-0.567, 0.372, 0.866], [1.352, -0.660, 0.100]],
  "gap_ev": [3.69, 3.69],
  "energy_ev": -30820.3080,
  "charge": -2,
  "e_homo_ev": [-1.7, -1.7]
}

---

Entry 3:
{
  "formula": "H2N2O4P",
  "method": "ωB97M-V with the def2-TZVPD basis set",
  "elements": ["N", "P", "O", "O", "O", "N", "O", "H", "H"],
  "positions_angstrom": [[-1.5024, 0.2046, 0.3424], [-0.1219, -0.7679, 0.0263], [0.0494, -1.8732, 1.0341], [0.0304, -0.9741, -1.4523], [1.1382, 0.3083, 0.5053], [1.4670, 1.4620, -0.0497], [2.6865, 1.7371, 0.0114], [-2.1984, -0.6249, 0.1926], [-1.5487, 0.5282, -0.6100]],
  "forces_ev_per_angstrom": [[-1.176, -2.808, -0.749], [1.180, -1.632, 0.395], [-0.516, 1.330, -1.047], [-0.205, 0.359, 0.938], [1.466, 0.071, 0.474], [2.602, 1.076, -0.696], [-3.873, -1.358, 0.345], [0.905, 1.753, 0.938], [-0.382, 1.210, -0.599]],
  "gap_ev": 9.76,
  "energy_ev": -20493.1967,
  "charge": -1,
  "smiles": "N[P@@](=O)([O-])ON=O",
  "e_homo_ev": -5.7
}

---

Entry 4:
{
  "formula": "H2N2O4S",
  "method": "ωB97M-V with the def2-TZVPD basis set",
  "elements": ["N", "N", "O", "O", "O", "O", "S", "H", "H"],
  "positions_angstrom": [[-1.6954, -0.6240, 0.0751], [-0.1543, 0.0384, -0.9167], [-2.6446, 0.2223, -0.0846], [1.9615, -1.3345, -0.2272], [2.1111, 1.1182, -0.3834], [0.8098, 0.2178, 1.4386], [1.2463, -0.0443, 0.0261], [-1.2708, -0.6549, 1.0617], [-0.3636, 1.0610, -0.9897]],
  "forces_ev_per_angstrom": [[0.188, -1.206, -0.543], [0.343, -0.143, 0.847], [0.226, 0.268, 0.723], [-1.376, 1.065, 0.602], [-0.537, -0.955, -0.142], [0.511, -1.270, -0.721], [0.657, 1.938, 0.023], [-0.160, 1.305, -1.264], [0.148, -1.002, 0.475]],
  "gap_ev": 5.78,
  "energy_ev": -22033.4223,
  "charge": -2,
  "e_homo_ev": 1.3
}

---

Entry 5:
{
  "formula": "H2N2O4S",
  "method": "ωB97M-V with the def2-TZVPD basis set",
  "elements": ["N", "S", "O", "O", "N", "O", "O", "H", "H"],
  "positions_angstrom": [[-0.0831, -0.3055, 0.3628], [0.3664, 0.6846, 1.5082], [-0.7082, 0.6934, 2.4533], [1.7068, 0.6574, 1.9393], [-0.2559, 2.3405, 0.7660], [-0.2255, 3.4844, 0.9764], [-1.2226, 1.8192, -0.3476], [-0.9440, 0.1134, -0.0811], [0.4832, -0.3269, -0.4996]],
  "forces_ev_per_angstrom": [[0.454, -0.284, -2.312], [-2.336, -0.047, 2.687], [0.739, -0.136, -0.089], [0.622, 0.209, -0.901], [-4.299, -1.137, -6.207], [0.725, -1.011, 0.746], [3.470, 2.496, 4.110], [-0.028, 0.099, 1.052], [0.653, -0.190, 0.915]],
  "gap_ev": 9.48,
  "energy_ev": -22031.5824,
  "smiles": "NS(=O)(=O)[N+](=O)[O-]",
  "e_homo_ev": -10.9
}

---

Entry 6:
{
  "formula": "H2N2O4S",
  "method": "ωB97M-V with the def2-TZVPD basis set",
  "elements": ["N", "N", "O", "O", "O", "O", "S", "H", "H"],
  "positions_angstrom": [[-3.1509, -0.4066, 0.0240], [-0.1409, 0.2964, -0.3682], [-2.8431, -0.2246, -1.1059], [-2.3518, 0.1966, 0.9552], [-1.2863, 2.4701, -0.2191], [-4.0522, -1.0759, 0.4159], [-0.9860, 1.3774, 0.6522], [0.0093, -0.5903, -0.0951], [0.3345, 0.8295, -1.0471]],
  "forces_ev_per_angstrom": [[0.165, -0.118, -0.756], [-2.151, 4.911, 1.192], [0.292, 0.420, -1.667], [0.130, 0.580, 1.504], [-0.216, 0.351, -0.085], [-0.228, -0.085, 1.119], [0.258, -2.475, -1.164], [0.975, -3.482, 0.848], [0.775, -0.103, -0.992]],
  "gap_ev": 10.90,
  "energy_ev": -22032.4741,
  "e_homo_ev": -10.9
}

---

Entry 7:
{
  "formula": "H2N3O2",
  "method": "ωB97M-V with the def2-TZVPD basis set",
  "elements": ["N", "N", "N", "O", "O", "H", "H"],
  "positions_angstrom": [[0.2509, -1.4582, -0.8741], [0.0074, -0.3683, -0.3626], [2.6047, -0.8060, -0.1353], [3.6893, -1.4198, -0.0546], [2.4657, 0.3411, 0.3395], [0.1885, 0.5512, -0.8379], [-0.0638, -0.2181, 0.6771]],
  "forces_ev_per_angstrom": [[-0.541, 0.851, 0.333], [0.160, 0.066, 0.086], [-0.037, -1.087, -0.540], [-0.266, 1.226, 0.419], [0.821, -0.186, 0.216], [-0.135, -0.632, 0.140], [-0.003, -0.239, -0.653]],
  "gap_ev": 7.56,
  "energy_ev": -8593.6936,
  "charge": -1,
  "e_homo_ev": -2.9
}

---

Entry 8:
{
  "formula": "H2N3O2",
  "method": "ωB97M-V with the def2-TZVPD basis set",
  "elements": ["N", "N", "N", "O", "O", "H", "H"],
  "positions_angstrom": [[0.6939, -2.3175, -0.3052], [0.4837, 0.4163, 0.2767], [-0.4203, -2.6574, -0.7391], [-0.4346, -3.9430, -1.0479], [-1.4702, -1.9743, -0.8599], [0.2520, -0.5468, 0.5431], [0.0096, 0.5083, -0.6170]],
  "forces_ev_per_angstrom": [[-0.114, 0.739, -0.034], [0.267, 0.236, 0.402], [-0.157, -2.685, -0.319], [-0.322, 1.300, 0.104], [0.641, 0.345, 0.106], [-0.086, 0.179, 0.014], [-0.229, -0.113, -0.272]],
  "gap_ev": [7.87, 8.85],
  "energy_ev": -8592.3974,
  "charge": -1,
  "e_homo_ev": [-4.4, -4.4]
}

---

Entry 9:
{
  "formula": "H2N3O2",
  "method": "ωB97M-V with the def2-TZVPD basis set",
  "elements": ["N", "N", "N", "O", "O", "H", "H"],
  "positions_angstrom": [[-1.2910, 0.3578, 0.0558], [-0.0877, 1.0713, 0.0509], [1.1289, -0.0403, -0.0184], [2.2974, 0.2414, -0.0091], [0.6386, -1.2042, 0.0340], [-1.4162, -0.4618, 0.8047], [-1.2700, 0.0358, -0.9179]],
  "forces_ev_per_angstrom": [[0.608, -0.665, 0.278], [2.297, -1.037, 1.038], [-5.457, 0.150, 0.539], [0.749, 0.134, -0.117], [2.091, 0.431, -0.244], [0.802, 2.035, -2.250], [-1.090, -1.049, 0.756]],
  "gap_ev": 7.83,
  "energy_ev": -8593.4900,
  "charge": -1,
  "smiles": "NN=[N+]([O-])[O-]",
  "e_homo_ev": -2.8
}

---

Entry 10:
{
  "formula": "H2N3O2S",
  "method": "ωB97M-V with the def2-TZVPD basis set",
  "elements": ["N", "N", "N", "O", "O", "S", "H", "H"],
  "positions_angstrom": [[1.4204, 1.6215, -1.5160], [1.4781, 0.7237, -0.8240], [-0.4008, 0.3013, 0.5509], [0.3107, -0.7718, 1.5250], [-0.9216, 1.1399, 1.2492], [-1.7153, -0.9130, -0.5386], [-0.7282, -0.7268, -1.3898], [0.5568, -1.3748, 0.9432]],
  "forces_ev_per_angstrom": [[0.238, -4.373, 3.437], [0.393, 4.516, -3.897], [-0.046, 1.483, 1.980], [-1.991, 4.671, 4.232], [0.428, -0.998, -0.596], [-0.901, -0.687, -0.188], [0.180, -0.146, -0.683], [1.699, -4.467, -4.286]],
  "gap_ev": [6.98, 6.98],
  "energy_ev": -19430.8541,
  "charge": -1,
  "e_homo_ev": [-2.8, -2.8]
}